A structure of composition C45H122ClN11O14Ti2. Source: the Open Molecules 2025 dataset; level of theory: ωB97M-V/def2-TZVPD.

Output
2S+1: 7
Largest force on an atom (Eh/bohr): 0.0904
LUMO energy (spin up / spin down) (eV): 0.36 / 0.36
Energy (a.u.): -5602.075626
<S²>: 12.004
Gap between HOMO and LUMO (spin up / spin down) (hartree): 0.1423 / 0.3258

Each line ends with the Mulliken spin population.
Cartesian coordinates (Å):
1 Ti -5.20997 -7.00548 15.63702  3.00
2 Ti -6.71417 -4.17523 17.94520  2.67
3 Cl -5.51519 -6.81142 18.72786  0.01
4 O -7.68191 -4.26488 13.80151  -0.01
5 C -6.82034 -4.97863 14.41476  0.20
6 O -6.41098 -6.03464 13.86767  -0.23
7 O -6.44814 -4.64103 15.54507  -0.25
8 H -7.51227 -4.78248 13.01099  0.00
9 C -1.41505 -2.46356 9.96542  0.00
10 C -1.67349 -3.15514 11.28423  0.00
11 C -2.79240 -2.65649 12.25964  0.00
12 O -4.14986 -2.83288 11.76178  0.00
13 C -4.45078 -2.10772 10.52509  0.00
14 N -1.83978 -4.55100 10.97343  0.00
15 H -2.11492 -2.83878 9.21876  0.00
16 H -0.51043 -2.58618 9.36981  0.00
17 H -1.50017 -1.38764 10.11795  0.00
18 H -0.75936 -3.18174 11.87733  0.00
19 H -2.58257 -1.59511 12.39209  0.00
20 H -2.61764 -2.98228 13.28503  0.00
21 H -3.90045 -1.18348 10.34901  0.00
22 H -5.51966 -1.90865 10.60233  0.00
23 H -4.27817 -2.88645 9.78220  0.00
24 H -1.49677 -4.90279 10.09099  0.00
25 H -2.83608 -4.64154 11.11233  0.00
26 C -13.45865 -3.27572 12.89421  0.00
27 C -14.08582 -4.47668 12.17842  0.00
28 C -14.71524 -4.13469 10.79020  0.00
29 O -15.68375 -3.03646 10.90925  0.00
30 C -16.80537 -3.39123 11.64604  0.00
31 N -12.94194 -5.41958 12.07015  0.00
32 H -13.83071 -3.29023 13.91864  0.00
33 H -13.76315 -2.37171 12.36682  0.00
34 H -12.37163 -3.26310 12.97373  0.00
35 H -14.85918 -4.91180 12.81142  0.00
36 H -14.99732 -5.00006 10.19048  0.00
37 H -13.93372 -3.61244 10.23830  0.00
38 H -16.42143 -3.36306 12.66579  0.00
39 H -17.26902 -4.31216 11.29244  0.00
40 H -17.60534 -2.67124 11.47355  0.00
41 H -12.24465 -5.57731 12.78360  0.00
42 H -12.38394 -5.31606 11.23467  0.00
43 C -7.01291 -6.09994 10.19591  0.00
44 C -5.58307 -6.64480 10.29088  0.01
45 C -4.86311 -6.56122 8.95802  0.00
46 O -5.64359 -7.08237 7.88276  0.00
47 C -5.86248 -8.50523 7.81367  0.00
48 N -4.91521 -6.05083 11.36211  0.00
49 H -7.55821 -6.81597 9.58104  0.00
50 H -7.00319 -5.13402 9.69094  0.00
51 H -7.42281 -6.05601 11.20494  0.00
52 H -5.53887 -7.71049 10.51549  0.00
53 H -3.82866 -6.90299 8.92317  0.00
54 H -4.76035 -5.52705 8.62933  0.00
55 H -6.57116 -8.77808 8.59561  0.00
56 H -4.89967 -9.01044 7.89032  0.00
57 H -6.40459 -8.70436 6.88925  0.00
58 H -4.91690 -5.06258 11.15363  0.00
59 H -5.33876 -6.01116 12.27815  0.02
60 C -12.15503 -0.75653 9.28866  0.00
61 C -11.39712 -2.00570 9.71531  0.00
62 C -11.39259 -3.07470 8.58980  0.00
63 O -10.74506 -4.23573 9.11727  0.00
64 C -10.79376 -5.26061 8.15040  0.00
65 N -10.10506 -1.59945 10.02974  0.00
66 H -12.62380 -0.19789 10.09877  0.00
67 H -12.99515 -1.12643 8.70088  0.00
68 H -11.54007 0.01168 8.81987  0.00
69 H -11.93900 -2.50465 10.51875  0.00
70 H -10.99058 -2.71257 7.64357  0.00
71 H -12.43055 -3.32781 8.37374  0.00
72 H -10.48282 -4.95831 7.15038  0.00
73 H -11.84050 -5.51685 7.98673  0.00
74 H -10.18904 -6.11446 8.45594  0.00
75 H -9.81251 -1.08348 9.21225  0.00
76 H -9.55045 -2.44155 10.08791  0.00
77 C -6.59997 3.95035 13.42011  0.00
78 C -6.42358 2.78092 14.41314  0.00
79 C -5.84504 1.60421 13.64178  0.00
80 O -5.98468 0.52445 14.53387  0.00
81 C -5.59331 -0.71815 13.90873  0.02
82 N -5.58410 3.23884 15.57226  0.00
83 H -5.66898 4.45307 13.15814  0.00
84 H -7.16670 4.81640 13.76198  0.00
85 H -6.96865 3.62182 12.44839  0.00
86 H -7.39525 2.47841 14.80358  0.00
87 H -4.77445 1.70472 13.46336  0.00
88 H -6.14815 1.54294 12.59657  0.00
89 H -5.52931 -1.43583 14.72661  0.02
90 H -4.59764 -0.76509 13.46766  0.00
91 H -6.28476 -1.14386 13.18156  0.00
92 H -5.41584 2.36532 16.05054  0.00
93 H -4.71240 3.50564 15.13745  0.00
94 C -6.22080 0.10496 18.08637  0.01
95 C -6.18569 -1.44301 18.02206  0.18
96 C -5.03955 -1.79890 18.93674  -0.06
97 O -4.71324 -3.21573 18.89824  -0.03
98 C -3.65223 -3.55751 19.86723  0.02
99 N -7.47045 -1.94475 18.36172  -0.05
100 H -6.92584 0.43160 17.32195  0.00
101 H -5.29369 0.64411 17.89175  0.00
102 H -6.65167 0.46583 19.02029  0.00
103 H -6.03236 -1.83014 17.01472  0.05
104 H -5.35046 -1.62070 19.96615  -0.01
105 H -4.21765 -1.10993 18.74202  0.00
106 H -2.78785 -3.04701 19.44257  0.00
107 H -3.55009 -4.62789 19.68844  -0.01
108 H -3.75214 -3.21506 20.89720  0.00
109 H -8.18404 -1.40196 17.89667  -0.01
110 H -7.85462 -1.81606 19.28689  0.01
111 C -11.29479 -4.90692 16.56544  0.00
112 C -10.25222 -5.90869 16.84998  0.02
113 C -10.26991 -7.00316 15.82469  -0.03
114 O -10.24118 -6.51245 14.47595  0.00
115 C -9.84495 -7.41043 13.42946  -0.02
116 N -8.86379 -5.42645 17.05173  0.14
117 H -11.41642 -4.18271 17.37095  0.00
118 H -12.32138 -5.27219 16.59341  0.00
119 H -11.20985 -4.53875 15.54303  0.00
120 H -10.57780 -6.36301 17.78577  0.00
121 H -11.22568 -7.51325 15.94474  0.00
122 H -9.49842 -7.76959 15.89869  0.05
123 H -8.82819 -7.71232 13.68075  0.05
124 H -9.97505 -6.91325 12.46822  0.00
125 H -10.45811 -8.29525 13.60044  0.00
126 H -8.24550 -6.20963 17.20805  -0.01
127 H -8.50643 -4.99676 16.21045  -0.04
128 C -11.37086 -1.21598 17.76601  0.00
129 C -10.34170 -1.56439 16.56902  -0.05
130 C -11.05831 -1.63373 15.17676  -0.02
131 O -11.33413 -0.31701 14.76675  0.00
132 C -11.92818 -0.20809 13.51047  0.00
133 N -9.31329 -0.59230 16.54175  0.00
134 H -11.64009 -0.16004 17.79103  0.00
135 H -10.84357 -1.44195 18.69283  0.00
136 H -12.31751 -1.73153 17.60425  0.00
137 H -9.98037 -2.55238 16.85436  0.10
138 H -11.89166 -2.31563 15.00749  0.00
139 H -10.42198 -2.16224 14.46693  0.01
140 H -11.56959 -0.97782 12.82708  0.00
141 H -11.58595 0.61553 12.88387  0.00
142 H -13.01542 -0.15211 13.56406  0.00
143 H -9.85929 0.22255 16.30094  0.00
144 H -8.79163 -0.83392 15.71133  0.01
145 C -7.09494 -2.93616 22.33541  0.01
146 C -7.83355 -4.14339 21.70354  0.00
147 C -9.37474 -3.79470 21.57186  0.01
148 O -9.88761 -3.50715 22.90530  0.00
149 C -11.08775 -2.75761 23.10307  0.00
150 N -7.17588 -4.45655 20.43301  0.03
151 H -6.03370 -3.08553 22.53429  0.00
152 H -7.65414 -2.96132 23.27070  0.00
153 H -7.24473 -2.02088 21.76277  0.00
154 H -7.68489 -5.03053 22.31917  0.00
155 H -9.83976 -4.69187 21.16328  0.00
156 H -9.50242 -2.97593 20.86375  0.01
157 H -11.26640 -2.69266 24.17636  0.00
158 H -11.86405 -3.32947 22.59471  0.00
159 H -11.10032 -1.76820 22.64590  0.00
160 H -6.93949 -5.43850 20.43561  0.00
161 H -6.25898 -4.14809 20.72325  0.01
162 C -6.49752 -9.14598 13.10485  -0.23
163 C -5.93309 -10.54255 12.79297  -0.06
164 C -4.34210 -10.57382 12.92243  0.01
165 O -3.58155 -9.62073 12.15749  -0.01
166 C -3.49884 -10.07720 10.79029  0.00
167 N -6.65324 -11.49363 13.60054  0.00
168 H -6.08214 -8.49001 12.33982  0.03
169 H -6.21315 -8.67670 14.04666  0.34
170 H -7.57924 -9.18655 12.97705  0.00
171 H -6.23364 -10.75200 11.76637  0.00
172 H -3.96259 -11.57502 12.71825  0.00
173 H -4.01206 -10.31676 13.92895  0.02
174 H -4.31248 -10.75494 10.53191  0.00
175 H -2.58387 -10.64848 10.63352  0.00
176 H -3.48919 -9.12751 10.25542  0.00
177 H -6.15094 -12.35783 13.45580  0.00
178 H -6.58884 -11.09431 14.52601  0.01
179 C -1.17029 -7.44473 13.11001  0.02
180 C -2.19279 -7.18818 14.16162  -0.02
181 C -2.07620 -5.75569 14.65855  0.03
182 O -2.96864 -5.55809 15.75302  -0.07
183 C -3.29575 -4.28908 16.08425  0.00
184 N -3.56753 -7.47014 13.65644  0.06
185 H -1.41537 -6.81864 12.25208  0.00
186 H -1.02177 -8.45086 12.71792  0.00
187 H -0.20300 -7.13895 13.50868  0.00
188 H -1.89199 -7.87293 14.95454  0.02
189 H -2.27409 -5.16648 13.76313  -0.02
190 H -1.00421 -5.68361 14.84224  0.00
191 H -3.91560 -3.69552 15.41226  -0.01
192 H -2.33941 -3.81326 16.30130  0.01
193 H -3.86365 -4.30317 17.01452  0.04
194 H -3.70956 -6.91635 12.82383  0.02
195 H -3.41884 -8.36405 13.21044  -0.03